This record from OMol25 describes C4H12NOS as an isolated structure in a non-equilibrium geometry. The level of theory is ωB97M-V/def2-TZVPD.

ORCA input file:
```
! wB97M-V def2-TZVPD RIJCOSX def2/J DEFGRID3
* xyz 1 1
C 2.904 0.598 0.147
C 1.262 -1.326 -0.214
C 1.569 0.136 -0.470
C -2.891 0.266 -0.067
N -4.090 -0.128 -0.085
O -1.963 -0.424 0.422
S 0.253 1.145 0.358
H 3.595 0.367 -0.594
H 2.893 1.789 0.225
H 3.166 0.099 1.104
H 0.738 -1.403 0.839
H 2.297 -1.898 -0.193
H 0.724 -1.718 -0.976
H 1.622 0.552 -1.518
H -2.812 1.271 -0.521
H -4.743 0.190 -0.720
H -4.373 -1.066 0.223
H 0.725 1.404 1.537
H -0.877 0.145 0.502
*
```

The calculation puts the HOMO energy at -0.529 hartree. The LUMO energy comes out at -2.733 eV. Its energy relative to the best compared isomer or geometry (same formula, charge and spin) is 135.7 kJ/mol. The value obtained for the electronic energy is -18707.6596 eV.

***

This record from OMol25 describes a 9-piece molecular cluster, C9H36O9 overall in a non-equilibrium geometry. The level of theory is ωB97M-V/def2-TZVPD.

ORCA input file:
```
! wB97M-V def2-TZVPD RIJCOSX def2/J DEFGRID3
* xyz 0 1
C -2.279 2.544 -2.134
O -2.857 3.520 -1.336
H -2.750 2.748 -3.096
H -1.207 2.671 -2.282
H -2.604 1.560 -1.796
H -3.805 3.491 -1.484
C 0.504 0.192 -0.481
O 0.098 -0.163 0.861
H -0.185 -0.310 -1.160
H 0.431 1.261 -0.679
H 1.504 -0.105 -0.796
H -0.862 -0.181 0.847
C -1.979 -2.145 -2.343
O -0.661 -2.325 -2.869
H -2.113 -1.460 -1.506
H -2.552 -1.672 -3.141
H -2.536 -3.057 -2.130
H -0.143 -2.855 -2.258
C -3.411 -1.431 1.245
O -2.647 -0.247 1.274
H -4.303 -1.172 0.675
H -2.823 -2.247 0.825
H -3.686 -1.646 2.277
H -3.310 0.447 1.251
C 4.151 0.426 -2.325
O 3.191 0.808 -3.259
H 4.260 -0.656 -2.248
H 5.112 0.790 -2.690
H 3.929 0.869 -1.354
H 3.144 0.148 -3.954
C 0.276 -2.287 3.678
O 0.908 -1.032 3.445
H -0.761 -2.178 3.361
H 0.774 -3.108 3.163
H 0.346 -2.573 4.728
H 0.479 -0.656 2.673
C -1.043 3.081 1.727
O -0.930 4.109 0.750
H -0.317 3.185 2.534
H -2.038 2.957 2.153
H -0.689 2.150 1.283
H -1.504 3.866 0.019
C 1.134 -3.193 0.018
O 1.033 -3.789 -1.243
H 0.829 -3.899 0.791
H 2.109 -2.760 0.239
H 0.343 -2.456 0.158
H 1.547 -4.597 -1.181
C 2.653 2.206 1.231
O 3.760 2.430 2.032
H 1.710 2.270 1.774
H 2.481 3.017 0.524
H 2.737 1.284 0.655
H 4.551 2.172 1.552
*
```

The calculation puts the HOMO energy at -0.357 hartree. Its structure (SMILES) is CO.CO.CO.CO.CO.CO.CO.CO.CO. The LUMO energy comes out at 0.126 eV. Its energy relative to the best compared isomer or geometry (same formula, charge and spin) is 556.0 kJ/mol. The value obtained for the electronic energy is -28339.5437 eV.

***

This record from OMol25 describes a single C5H11PS molecule in a non-equilibrium geometry. The level of theory is ωB97M-V/def2-TZVPD.

ORCA input file:
```
! wB97M-V def2-TZVPD RIJCOSX def2/J DEFGRID3
* xyz 0 1
C 1.657 0.732 -0.369
C 1.443 -0.763 -0.614
C 0.271 1.208 0.238
C 0.491 -1.139 0.524
C -0.501 -0.077 0.571
P -2.228 -0.299 -0.893
S -3.654 -0.040 0.595
H 2.377 0.941 0.390
H 1.995 1.080 -1.380
H 1.073 -0.874 -1.607
H 2.361 -1.343 -0.492
H 0.574 1.668 1.272
H -0.371 2.005 -0.270
H 0.193 -2.115 0.354
H 0.998 -1.244 1.497
H -1.181 -0.159 1.413
H -2.210 1.097 -1.127
H -3.792 -1.372 0.797
*
```

The calculation puts the HOMO energy at -0.299 hartree. Its structure (SMILES) is SPC1CCCC1. The LUMO energy comes out at 0.825 eV. Its energy relative to the best compared isomer or geometry (same formula, charge and spin) is 140.5 kJ/mol. The value obtained for the electronic energy is -25485.9282 eV.

***

This record from OMol25 describes C7H5NaO3Tl as an isolated structure in a non-equilibrium geometry. The level of theory is ωB97M-V/def2-TZVPD.

ORCA input file:
```
! wB97M-V def2-TZVPD RIJCOSX def2/J DEFGRID3
* xyz -1 1
O 4.503 -1.190 -2.008
C 3.353 -0.726 -1.901
C 2.244 -0.187 -1.765
C 0.898 0.334 -1.688
C 0.500 1.429 -0.919
O -0.497 2.266 -1.187
Na -3.101 0.804 1.781
H 0.219 0.095 -2.526
H 1.143 1.689 -0.058
C -0.420 -0.486 2.552
C -0.808 -1.274 1.536
C -1.011 -0.785 0.142
O -2.202 -0.364 -0.081
Tl -3.516 1.060 -1.503
H -0.234 0.583 2.399
H -0.173 -0.890 3.535
H -0.897 -2.355 1.691
*
```

The calculation puts the HOMO energy (alpha / beta) at -0.099 / -0.081 hartree. The LUMO energy (alpha / beta) comes out at 1.454 / 1.525 eV. The value obtained for the electronic energy is -22587.2601 eV.

***

This record from OMol25 describes a 7-piece molecular cluster, C3H22N2O6S2 overall in a non-equilibrium geometry. The level of theory is ωB97M-V/def2-TZVPD.

ORCA input file:
```
! wB97M-V def2-TZVPD RIJCOSX def2/J DEFGRID3
* xyz 0 1
S -3.252 2.023 1.617
S -1.832 2.152 3.112
C -0.243 1.760 2.460
C 0.095 0.311 2.222
C 1.511 -0.037 2.678
N 1.669 -1.487 2.955
N 0.052 -0.017 0.764
H -3.475 0.747 1.370
H 0.335 2.218 3.361
H 0.248 2.462 1.790
H -0.682 -0.397 2.605
H 1.466 0.473 3.656
H 2.339 0.234 2.002
H 0.930 -2.052 2.567
H 1.705 -1.678 3.945
H -0.112 0.780 0.166
H 0.807 -0.592 0.458
H 2.632 -1.823 -0.455
H 2.330 -1.254 -1.923
O 1.947 -1.639 -1.107
H 2.575 0.500 -3.170
H 2.244 -0.988 -3.445
O 2.977 -0.364 -3.339
H -2.562 -1.582 -0.695
H -3.883 -2.239 -0.286
O -3.511 -1.410 -0.598
H -2.246 2.098 -2.324
H -1.033 3.121 -2.845
O -1.417 2.539 -2.175
H 0.337 1.115 -2.645
H -0.534 0.215 -3.486
O 0.386 0.458 -3.352
H -0.729 -1.653 -2.657
H -0.125 -1.874 -1.386
O -0.951 -2.119 -1.840
*
```

The calculation puts the HOMO energy at -0.325 hartree. Its structure (SMILES) is NC[C@H](N)CSS.O.O.O.O.O.O. The LUMO energy comes out at 0.055 eV. The value obtained for the electronic energy is -40402.5602 eV.

***

This record from OMol25 describes C2H3BrClFIN as an isolated structure in a non-equilibrium geometry. The level of theory is ωB97M-V/def2-TZVPD.

ORCA input file:
```
! wB97M-V def2-TZVPD RIJCOSX def2/J DEFGRID3
* xyz 0 1
C 0.982 -0.840 -0.368
C -0.921 0.635 0.378
N 0.137 -0.270 0.561
F -1.452 0.737 1.593
Cl 1.760 0.319 -1.706
Br -0.544 2.568 -0.368
I -2.615 -0.173 -0.935
H 1.732 -1.372 0.266
H 0.449 -1.525 -0.945
H 0.470 -0.080 1.524
*
```

The calculation puts the HOMO energy at -0.358 hartree. The LUMO energy comes out at -0.873 eV. Its energy relative to the best compared isomer or geometry (same formula, charge and spin) is 23.0 kJ/mol. The value obtained for the electronic energy is -96994.7918 eV.

***

This record from OMol25 describes C42H47CuF3Ge2IO4P as an isolated structure. The level of theory is ωB97M-V/def2-TZVPD.

ORCA input file:
```
! wB97M-V def2-TZVPD RIJCOSX def2/J DEFGRID3
* xyz -2 2
Cu 1.334 -0.117 -1.305
I 3.934 1.028 -2.681
C 4.688 -0.694 -1.760
C 6.045 -0.729 -1.578
C 6.669 -1.899 -1.108
C 5.920 -3.021 -0.910
C 4.519 -3.004 -1.110
C 3.775 -4.202 -0.974
C 2.429 -4.189 -1.178
C 1.761 -2.970 -1.426
C 2.409 -1.756 -1.531
C 3.843 -1.801 -1.464
H 6.641 0.142 -1.815
H 7.740 -1.907 -0.945
H 6.382 -3.952 -0.599
H 4.302 -5.115 -0.718
H 1.852 -5.104 -1.095
H 0.680 -3.009 -1.484
C -0.191 1.087 3.811
C -0.047 2.072 2.657
C 0.595 3.372 3.129
C -1.391 2.352 2.002
O 0.722 1.403 1.645
P 2.246 1.611 1.223
O 2.619 3.019 0.934
O 2.505 0.554 0.185
O 2.987 1.111 2.596
C 4.390 1.300 2.830
C 4.726 0.298 3.930
C 4.631 2.729 3.311
C 5.213 0.998 1.580
H -0.809 1.511 4.607
H 0.795 0.843 4.211
H -0.658 0.168 3.454
H -0.088 3.867 3.826
H 0.796 4.028 2.286
H 1.538 3.179 3.640
H -2.110 2.739 2.728
H -1.779 1.434 1.561
H -1.264 3.079 1.200
H 4.117 0.494 4.814
H 5.781 0.369 4.207
H 4.519 -0.714 3.583
H 4.061 2.915 4.224
H 4.303 3.428 2.543
H 5.693 2.883 3.526
H 5.021 -0.015 1.229
H 6.277 1.100 1.814
H 4.964 1.688 0.774
C -2.014 -2.678 2.949
Ge -1.849 -3.320 1.072
C -3.403 -4.575 0.920
C -0.292 -4.544 1.188
Ge -1.391 -1.441 -0.484
C -1.593 -2.362 -2.284
C -2.260 -3.563 -2.523
C -2.352 -4.115 -3.795
C -1.782 -3.465 -4.880
C -1.123 -2.260 -4.672
C -1.030 -1.728 -3.394
C -3.208 -0.566 -0.502
C -3.868 -0.249 -1.693
C -5.069 0.447 -1.704
C -5.653 0.861 -0.515
C -5.016 0.564 0.683
C -3.818 -0.136 0.680
H -2.245 -3.531 3.594
H -2.793 -1.927 3.086
H -1.066 -2.249 3.276
H -3.367 -5.259 1.773
H -3.371 -5.173 0.008
H -4.354 -4.041 0.947
H -0.297 -5.067 2.147
H 0.643 -3.992 1.093
H -0.327 -5.290 0.391
H -2.734 -4.084 -1.696
H -2.874 -5.056 -3.937
H -1.849 -3.892 -5.874
H -0.672 -1.735 -5.506
H -0.504 -0.788 -3.256
H -3.433 -0.550 -2.638
H -5.542 0.681 -2.652
H -6.587 1.411 -0.522
H -5.451 0.884 1.624
H -3.335 -0.337 1.633
F -4.389 7.390 -2.393
C -4.849 6.120 -2.520
F -5.892 6.010 -1.674
F -5.376 6.061 -3.771
C -3.792 5.100 -2.290
C -3.990 4.041 -1.413
C -3.002 3.090 -1.241
C -1.795 3.171 -1.949
C -1.609 4.256 -2.823
C -2.593 5.206 -2.994
C -0.786 2.186 -1.779
C 0.050 1.313 -1.613
H -4.918 3.949 -0.864
H -3.158 2.263 -0.562
H -0.672 4.333 -3.358
H -2.434 6.036 -3.672
*
```

The calculation puts the HOMO energy (alpha / beta) at -0.055 / -0.058 hartree. The LUMO energy (alpha / beta) comes out at 4.038 / 4.013 eV. Its energy relative to the best compared isomer or geometry (same formula, charge and spin) is 22.6 kJ/mol. The value obtained for the electronic energy is -235724.5624 eV.

***

This record from OMol25 describes a single C6H12O molecule in a non-equilibrium geometry. The level of theory is ωB97M-V/def2-TZVPD.

ORCA input file:
```
! wB97M-V def2-TZVPD RIJCOSX def2/J DEFGRID3
* xyz 0 1
C -1.565 -1.102 0.758
C -0.380 -0.144 1.183
C 0.466 0.632 0.133
C -0.051 1.963 -0.461
C 1.838 0.288 -0.425
C 0.702 -0.507 -0.886
O 0.858 -1.848 -0.496
H -1.309 -2.056 0.279
H -2.335 -0.639 0.128
H -2.065 -1.410 1.686
H 0.281 -0.748 1.806
H -0.869 0.607 1.791
H -0.999 1.783 -0.969
H -0.215 2.796 0.244
H 0.639 2.375 -1.217
H 2.592 -0.239 0.147
H 2.222 0.949 -1.193
H 0.112 -0.337 -1.773
H 0.080 -2.362 -0.734
*
```

The calculation puts the HOMO energy at -0.308 hartree. Its structure (SMILES) is CC[C@@]1(C)C[C@H]1O. The LUMO energy comes out at 0.946 eV. Its energy relative to the best compared isomer or geometry (same formula, charge and spin) is 255.7 kJ/mol. The value obtained for the electronic energy is -8461.7033 eV.